1.
Formula: C3H4F4
Source: OMol25
Level of theory: ωB97M-V with the def2-TZVPD basis set

E_tot = -14042.1356 eV
strongest force on any atom = 3.12 eV/A
charge = 0
E_LUMO (spin up / spin down) = 0.0 / 0.3 eV

```
11
Properties=species:S:1:pos:R:3:forces:R:3
C 1.3908 -0.4183 0.5109 -0.49 -1.38 1.81
C -1.8370 0.0530 -0.2633 0.18 -0.72 0.39
C 0.8028 0.5640 -0.3687 -2.09 2.10 0.99
F -2.2914 -0.5356 -1.3697 0.42 -0.15 -0.25
F -1.9280 -0.8602 0.7578 0.27 0.95 -0.67
F 0.7352 1.8377 0.2229 0.38 -1.59 -1.60
F 1.1908 0.5623 -1.6355 -0.01 0.65 0.48
H 1.3616 -1.3308 -0.0798 0.77 -0.27 0.10
H 0.6502 -0.6614 1.3424 1.01 0.65 -0.84
H 2.3885 -0.1484 0.9764 -1.02 -0.32 -0.83
H -2.4636 0.9377 -0.0934 0.58 0.09 0.41
```
Forces are in eV/Å.

Atomic partial charges in e from the Löwdin method, atoms 1 to 6: atom 1 (C): -0.041, atom 2 (C): -0.171, atom 3 (C): -0.369, atom 4 (F): 0.032, atom 5 (F): -0.004, atom 6 (F): 0.018

=====

2.
Formula: C3H4F6NP
Source: OMol25
Level of theory: ωB97M-V with the def2-TZVPD basis set

E_tot = -30256.6966 eV
strongest force on any atom = 3.17 eV/A
charge = 0
E_LUMO (spin up / spin down) = -1.0 / -1.2 eV

```
15
Properties=species:S:1:pos:R:3:forces:R:3
C -1.3103 0.0260 0.2982 2.20 0.87 -1.27
C -2.0192 1.2810 -0.1721 1.01 -0.35 -1.05
C -2.0007 -1.2569 -0.1195 0.83 -1.12 1.47
N 0.4869 0.0085 -1.0591 -1.90 -0.03 2.53
F -1.3211 2.3885 0.0484 0.24 0.40 1.24
F -3.2314 1.3770 0.3379 -0.84 0.23 1.14
F -2.1807 1.2696 -1.4679 -0.32 -0.20 -2.06
F -2.9994 -1.6734 0.6899 -0.38 0.91 -0.11
F -2.4435 -1.1925 -1.3405 -0.44 -0.35 -1.00
F -1.1225 -2.2928 -0.0025 0.30 0.20 -0.57
P -0.8443 0.0624 2.0617 -0.45 -0.51 0.19
H 1.0120 -0.6743 -0.4880 -0.18 0.48 0.20
H 0.1826 -0.6186 -1.7898 -0.71 -0.14 -0.61
H 0.0036 1.2144 2.2800 0.05 -0.89 -0.84
H -0.0591 -1.0843 1.7829 0.60 0.50 0.74
```
Forces are in eV/Å.

Atomic partial charges in e from the Löwdin method, atoms 1 to 6: atom 1 (C): -0.338, atom 2 (C): -0.760, atom 3 (C): -0.699, atom 4 (N): 0.119, atom 5 (F): 0.143, atom 6 (F): 0.172

=====

3.
Formula: C3H4FI
Source: OMol25
Level of theory: ωB97M-V with the def2-TZVPD basis set

E_tot = -13988.4629 eV
strongest force on any atom = 4.86 eV/A
charge = 0
E_LUMO (spin up / spin down) = -0.8 / -1.4 eV

```
9
Properties=species:S:1:pos:R:3:forces:R:3
C 0.4013 0.5421 -0.2796 0.47 2.94 2.86
C -0.4556 -0.4424 0.4496 -2.22 1.64 -2.60
C -0.8460 0.9870 0.4475 -0.12 -0.38 -0.74
F -1.3821 2.5778 2.8794 -0.43 0.03 -0.77
I -2.2669 2.2779 0.8083 1.54 -0.82 0.73
H 1.3378 1.1322 0.0342 -1.17 -1.82 -0.05
H 0.2432 0.6235 -1.2737 -0.20 -0.08 -3.28
H -1.1407 -1.1511 -0.0162 0.53 0.10 -0.45
H -0.1906 -0.7117 1.3565 1.60 -1.62 4.29
```
Forces are in eV/Å.

Atomic partial charges in e from the Löwdin method, atoms 1 to 6: atom 1 (C): -0.130, atom 2 (C): -0.151, atom 3 (C): -0.719, atom 4 (F): -0.752, atom 5 (I): 1.376, atom 6 (H): 0.148

=====

4.
Formula: C3H4FN3
Source: OMol25
Level of theory: ωB97M-V with the def2-TZVPD basis set

E_tot = -10362.1909 eV
strongest force on any atom = 5.95 eV/A
charge = 0
E_LUMO = 0.9 eV
SMILES = FCc1nc[nH]n1

```
11
Properties=species:S:1:pos:R:3:forces:R:3
F 2.4552 0.3244 -0.8915 0.30 -0.16 -0.23
C 1.8400 0.0396 0.3165 0.31 -1.69 -0.25
C 0.3503 -0.0120 0.0489 -2.17 -5.00 2.37
N -0.3572 0.8130 -0.6471 1.12 3.39 -2.13
C -1.5976 0.4758 -0.6064 -1.73 0.53 -0.81
N -1.7024 -0.6308 0.1467 2.62 2.32 -2.61
N -0.5371 -1.0121 0.5498 4.40 0.84 0.97
H 2.3790 -0.9241 0.7635 -1.75 1.98 -0.84
H 2.0142 0.9007 0.9235 0.30 0.43 0.79
H -2.3959 0.9788 -1.1962 0.59 -0.62 0.93
H -2.4485 -0.9532 0.5924 -3.98 -2.03 1.81
```
Forces are in eV/Å.

Atomic partial charges in e from the Löwdin method, atoms 1 to 6: atom 1 (F): -0.064, atom 2 (C): -0.140, atom 3 (C): -0.300, atom 4 (N): 0.096, atom 5 (C): -0.167, atom 6 (N): -0.002

=====

5.
Formula: C3H4FN3O2
Source: OMol25
Level of theory: ωB97M-V with the def2-TZVPD basis set

E_tot = -14451.3749 eV
strongest force on any atom = 1.76 eV/A
charge = 0
E_LUMO = 0.1 eV
SMILES = N=C=C[N+](=O)[O-].C=NF

```
13
Properties=species:S:1:pos:R:3:forces:R:3
N 0.3623 2.6181 -0.1842 0.23 0.34 0.26
C 0.5319 1.4996 0.1787 0.62 0.20 -0.19
C 0.7940 0.3062 0.6765 0.61 0.51 1.57
N 1.8165 -0.5075 0.1589 -0.17 0.38 -0.23
O 1.9342 -1.6167 0.6419 0.06 -0.50 0.20
O 2.4980 -0.0629 -0.7470 0.31 0.04 -0.43
H -0.2638 3.0052 -0.8701 -0.23 -0.27 -0.18
H 0.3021 -0.0370 1.5730 -0.02 -0.08 -0.19
C -1.4696 -1.4282 -0.5004 -0.48 -0.52 0.41
N -1.3603 -0.1875 -0.3700 -0.79 0.20 -1.49
F -2.2075 0.3639 0.5965 -0.14 -0.53 0.25
H -0.8235 -1.8801 -1.2360 0.15 0.11 -0.18
H -2.1143 -2.0731 0.0824 -0.16 0.12 0.20
```
Forces are in eV/Å.

Atomic partial charges in e from the Löwdin method, atoms 1 to 6: atom 1 (N): 0.254, atom 2 (C): -0.129, atom 3 (C): -0.101, atom 4 (N): -0.433, atom 5 (O): 0.051, atom 6 (O): 0.055

=====

6.
Formula: C3H4FN3O3
Source: OMol25
Level of theory: ωB97M-V with the def2-TZVPD basis set

E_tot = -16502.8944 eV
strongest force on any atom = 5.98 eV/A
charge = 0
E_LUMO = -0.3 eV

```
14
Properties=species:S:1:pos:R:3:forces:R:3
C 0.9654 -0.3039 1.0904 -1.60 0.68 -0.91
C -1.4592 0.4958 0.5915 0.17 -1.77 2.23
C 0.5800 -0.0596 -1.3280 -0.96 -1.85 5.60
N -0.3898 -0.3448 1.2814 -0.77 0.33 0.47
N 1.3233 0.2058 -0.2055 0.97 -0.63 -0.93
N -0.9784 1.1085 -0.4575 2.55 -0.52 -1.92
O 1.7755 -0.6408 1.8846 1.38 -0.37 1.00
O -2.5343 0.4777 1.1310 -0.36 0.13 -0.17
O 0.1786 -1.2887 -1.6123 0.19 -1.26 0.69
F -1.9393 1.6340 -1.2645 -1.12 0.34 -0.36
H 0.7037 0.5373 -2.1130 0.30 2.34 -3.21
H -0.6842 -0.6570 2.2451 0.39 0.55 -1.66
H 2.0678 0.9109 -0.2621 -0.69 -0.55 0.16
H 0.3908 -2.0751 -0.9808 -0.45 2.59 -0.99
```
Forces are in eV/Å.

Atomic partial charges in e from the Löwdin method, atoms 1 to 6: atom 1 (C): -0.554, atom 2 (C): -0.543, atom 3 (C): -0.148, atom 4 (N): 0.169, atom 5 (N): 0.120, atom 6 (N): 0.027

=====

7.
Formula: C3H4FNO
Source: OMol25
Level of theory: ωB97M-V with the def2-TZVPD basis set

E_tot = -9426.7340 eV
strongest force on any atom = 4.28 eV/A
charge = 0
E_LUMO = -0.2 eV
SMILES = C=CC(=O)NF

```
10
Properties=species:S:1:pos:R:3:forces:R:3
C -1.5440 0.3411 1.0457 -0.78 -1.06 0.34
C -0.7047 -0.2793 0.2832 3.15 2.53 -1.41
C 0.3621 0.4352 -0.4439 1.66 0.30 -3.14
O 0.3572 1.5974 -0.7341 0.36 -1.00 0.35
N 1.5330 -0.5842 -1.1818 -3.67 1.58 0.81
F 2.2661 -1.1129 -0.1324 0.76 -0.13 0.28
H -2.0288 -0.3841 1.6045 -1.74 -0.78 1.36
H -1.8444 1.3301 1.1438 0.24 1.73 -0.01
H -0.5478 -1.2724 0.2435 0.00 -3.40 0.34
H 2.1513 -0.0708 -1.8285 0.03 0.21 1.08
```
Forces are in eV/Å.

Atomic partial charges in e from the Löwdin method, atoms 1 to 6: atom 1 (C): 0.087, atom 2 (C): -0.099, atom 3 (C): -0.286, atom 4 (O): 0.107, atom 5 (N): 0.026, atom 6 (F): -0.129

=====

8.
Formula: C3H4HgO3
Source: OMol25
Level of theory: ωB97M-V with the def2-TZVPD basis set

⟨S²⟩ = 2.01
E_tot = -13488.8721 eV
strongest force on any atom = 6.35 eV/A
charge = 0
E_LUMO (spin up / spin down) = 0.1 / -3.6 eV
spin multiplicity = 3

```
11
Properties=species:S:1:pos:R:3:forces:R:3
O -0.2999 -0.1549 -1.3799 -1.74 1.64 0.33
C -0.6272 0.9240 -0.7542 5.50 -2.85 -1.42
C -0.3214 -1.3807 0.6332 0.27 -0.50 1.29
O -0.8629 2.0096 -1.3500 -0.94 1.28 -0.09
O -0.0338 1.0320 0.4751 -2.04 0.99 0.29
C 0.4634 -0.1785 1.0509 -0.09 -0.93 -0.21
Hg 0.8592 1.8319 -2.8832 -0.80 -0.18 0.37
H 0.2179 -2.2694 0.3012 -0.34 0.39 -0.02
H -1.3275 -1.5042 1.0436 0.28 0.03 -0.33
H 1.5069 -0.2901 0.7221 -0.18 0.08 0.16
H 0.4253 -0.0198 2.1411 0.08 0.05 -0.37
```
Forces are in eV/Å.

Atomic partial charges in e from the Löwdin method, atoms 1 to 6: atom 1 (O): -0.140, atom 2 (C): -0.762, atom 3 (C): 0.022, atom 4 (O): -0.175, atom 5 (O): -0.034, atom 6 (C): -0.248

=====

9.
Formula: C3H4IN
Source: OMol25
Level of theory: ωB97M-V with the def2-TZVPD basis set

E_tot = -12761.5012 eV
strongest force on any atom = 4.48 eV/A
charge = 0
E_LUMO = 0.0 eV

```
9
Properties=species:S:1:pos:R:3:forces:R:3
C 1.0055 0.4393 0.3223 2.17 -2.22 -0.17
C -0.0572 1.1781 0.0449 -1.30 -0.11 -0.45
C 0.3137 -0.7842 -0.2931 -0.84 -3.44 1.70
N -0.8543 0.1253 -0.5284 0.81 0.17 -0.99
I -2.6269 -0.2062 0.3680 -0.39 -0.22 0.20
H 2.0880 0.4361 0.6165 -1.41 0.81 -0.31
H -0.4600 2.1812 -0.0079 0.54 0.16 0.50
H 0.7662 -1.3708 -1.2274 -1.11 1.51 2.08
H -0.1750 -1.9988 0.7052 1.52 3.34 -2.57
```
Forces are in eV/Å.

Atomic partial charges in e from the Löwdin method, atoms 1 to 6: atom 1 (C): -0.104, atom 2 (C): -0.249, atom 3 (C): -0.278, atom 4 (N): -0.651, atom 5 (I): 0.775, atom 6 (H): 0.105

=====

10.
Formula: C3H4IN2OP
Source: OMol25
Level of theory: ωB97M-V with the def2-TZVPD basis set

⟨S²⟩ = 2.02
E_tot = -25586.4768 eV
strongest force on any atom = 8.32 eV/A
charge = 0
E_LUMO (spin up / spin down) = -0.1 / -2.6 eV
spin multiplicity = 3

```
12
Properties=species:S:1:pos:R:3:forces:R:3
C -0.5937 1.5978 -0.1346 0.08 3.93 -0.76
C 0.7697 1.3564 -0.4093 1.70 5.92 1.17
C -1.3315 0.4729 -0.1385 0.38 -2.93 -0.34
N 1.0805 0.1032 -0.4641 5.25 -6.44 -0.45
N -0.1389 -1.9510 0.7532 2.02 -1.39 1.41
O 2.6507 -0.3424 -0.6194 -6.01 1.83 0.37
P -0.2863 -0.9770 -0.6510 -0.94 -0.74 -0.30
I -3.2863 -0.0151 0.2394 -0.02 0.41 -0.03
H -1.0967 2.6564 -0.1368 1.44 -2.05 0.35
H 1.7387 2.0141 -0.3300 -2.53 -0.69 -0.31
H -0.3924 -2.9698 0.9040 -0.09 1.85 -1.23
H 0.8863 -1.9455 0.9870 -1.28 0.29 0.11
```
Forces are in eV/Å.

Atomic partial charges in e from the Löwdin method, atoms 1 to 6: atom 1 (C): -0.248, atom 2 (C): -0.240, atom 3 (C): -0.997, atom 4 (N): -0.292, atom 5 (N): -0.235, atom 6 (O): -0.002

=====

strongest force on any atom of number 10 (C3H4IN2OP)?
8.32 eV/A